1.
Entry from the Open Molecules 2025 dataset: a structure of composition C4H7BrN2 (wB97M-V/def2-TZVPD).

Summary:
Charge: 0
Molecular weight (g/mol): 163.0
LUMO (spin up / spin down) (eV): -0.563 / -1.518
Gap between HOMO and LUMO (spin up / spin down) (Eh): 0.3284 / 0.2809

Cartesian coordinates (Å):
Br -3.794 -0.398 0.309
N -1.564 1.826 -0.609
N -1.871 1.068 0.562
C 0.270 -1.034 -0.960
C 1.206 0.153 1.101
C 0.589 0.384 -0.331
C -0.684 1.062 -0.186
H 1.201 0.863 -0.961
H 2.176 -0.474 0.907
H 1.252 -1.458 -1.398
H 0.572 -0.364 1.784
H -0.637 -1.068 -1.676
H 1.342 1.042 1.506
H -0.057 -1.603 -0.046

---

2.
Entry from the Open Molecules 2025 dataset: an isolated molecule of C4H7BrN2 (wB97M-V/def2-TZVPD).

Summary:
Charge: 0
Molecular weight (g/mol): 163.0
LUMO (eV): 0.715
SMILES string: C/C=N/N=C(/C)Br
Gap between HOMO and LUMO (Eh): 0.3503

Cartesian coordinates (Å):
Br 0.500 2.378 -0.298
N 0.741 -0.404 0.239
N -0.335 -0.749 -0.354
C -1.560 -0.528 -0.038
C -2.642 -1.158 -0.821
C 1.339 0.756 0.270
C 2.753 0.889 0.743
H -1.676 0.045 0.834
H 3.041 1.539 1.666
H -2.246 -1.871 -1.635
H -3.219 -0.288 -1.418
H -3.285 -1.837 -0.143
H 3.393 1.333 0.022
H 3.197 -0.107 0.931

---

3.
Entry from the Open Molecules 2025 dataset: a cluster of 2 separate species, C4H7BrN2 in total (wB97M-V/def2-TZVPD).

Summary:
Charge: 0
Molecular weight (g/mol): 163.0
LUMO (spin up / spin down) (eV): 0.197 / 0.286
Gap between HOMO and LUMO (spin up / spin down) (Eh): 0.2878 / 0.2865

Cartesian coordinates (Å):
Br 0.387 -0.336 2.505
N -1.241 -0.321 0.196
N 2.303 2.228 0.935
C -1.890 -0.413 -1.005
C 1.317 2.211 0.319
C 0.062 -0.242 0.560
C 1.036 -1.156 -0.222
H 1.409 -0.527 -1.095
H -2.701 0.193 -1.097
H 0.466 2.185 -0.260
H -1.522 -0.875 -1.815
H -1.859 0.254 0.885
H 1.854 -1.136 0.431
H 0.378 -2.066 -0.335

---

4.
Entry from the Open Molecules 2025 dataset: an isolated molecule of C4H7BrN2 (wB97M-V/def2-TZVPD).

Summary:
Charge: 0
Molecular weight (g/mol): 163.0
LUMO (eV): 0.106
SMILES string: C=N[C@@H](Br)/C=N\C
Gap between HOMO and LUMO (Eh): 0.3565

Cartesian coordinates (Å):
Br 3.152 0.297 0.034
N -0.848 -1.678 0.384
N 0.250 1.025 0.001
C 0.735 2.105 0.459
C -1.862 -1.003 -0.402
C 0.289 -1.198 0.499
C 0.938 -0.038 -0.301
H 0.183 2.966 0.756
H 0.896 -0.109 -1.298
H -1.645 -0.051 -0.789
H 0.948 -1.801 1.272
H -2.010 -1.738 -1.179
H 1.851 2.307 0.394
H -2.876 -1.083 0.170

---

Going by the computed energies, the most stable comes first: 2, 4, 3, 1.